ORCA calculation (ωB97M-V with the def2-TZVPD basis set) on one molecule with the formula C5H9NO5S.

```
21
Properties=species:S:1:pos:R:3:forces:R:3:lowdin_charge:R:1
H -0.7257 1.1147 -1.4511 0.0 -0.1 0.1 0.11
H 0.4633 2.9443 0.0148 0.1 0.0 0.0 0.13
H 1.9685 -0.2524 -0.9882 0.0 0.0 0.1 0.12
C -0.9845 -1.8157 -0.0707 0.1 0.3 0.3 -0.14
C 0.8806 -0.3193 -1.0290 -0.2 0.0 -0.2 -0.14
H -0.8974 -2.8255 -0.4722 0.0 0.1 -0.2 0.13
H 0.6449 -0.8465 -1.9573 0.0 0.0 0.0 0.13
H -1.4506 -1.8924 0.9142 0.0 0.0 0.0 0.13
H 0.9009 1.6174 -1.8723 -0.1 0.0 0.0 0.12
C 0.4009 -1.1992 0.1198 0.2 -0.2 0.0 -0.33
C 0.4378 1.8708 0.1940 -0.3 0.1 0.0 -0.21
C 0.3087 1.0994 -1.1137 0.4 0.1 0.0 -0.15
H 1.0948 -2.0431 0.2040 0.0 0.0 0.1 0.15
N -2.9997 -0.5033 -0.2725 0.1 0.5 -0.3 0.02
H -0.3887 1.6735 0.8747 0.0 0.0 0.0 0.11
O 0.3699 -0.5274 1.4006 0.0 0.2 -0.2 -0.32
O -2.6958 0.2821 0.5231 0.0 -0.3 0.2 0.10
O -1.8505 -1.0860 -0.9479 -0.3 -0.5 0.1 -0.14
O 1.6813 1.5232 0.8342 0.0 -0.2 -0.1 -0.34
O 1.1743 0.8623 3.1688 0.0 -0.1 0.0 -0.38
S 1.6667 0.3232 1.9268 0.0 0.1 0.2 0.93
```
Positions in Å, forces in eV/Å.

Properties
* calculated total energy: -27889.71416 eV
* charge: 0
* multiplicity: 1


ORCA calculation (ωB97M-V with the def2-TZVPD basis set) on one molecule with the formula C5H9NOS.

```
17
Properties=species:S:1:pos:R:3:forces:R:3:lowdin_charge:R:1
H 0.0001 0.0678 2.3150 -0.3 0.0 0.2 0.10
C 1.3855 -0.8860 -0.3637 0.7 2.1 1.1 -0.09
O -1.7645 -0.1126 1.3605 -0.5 0.5 0.5 -0.13
H 2.1101 -0.4385 -1.0918 -0.8 -0.5 0.4 0.09
C -0.5566 0.7707 -0.8329 -0.4 -0.5 -0.7 -0.17
C 0.4151 0.2194 0.2005 0.8 -0.3 -0.2 -0.81
C -0.3845 -0.3610 1.3932 0.8 -0.3 -0.6 -0.24
H 1.9806 -1.1882 0.5267 -0.3 -0.2 -0.8 0.08
H -0.0659 0.7923 -1.8290 -0.4 0.1 0.5 0.12
H -0.8591 1.7987 -0.5719 0.1 -0.4 0.0 0.12
S 1.4169 1.5610 0.9298 0.7 0.5 -0.7 0.78
H 0.8316 -1.6931 -0.7820 -0.3 -0.8 -0.4 0.07
H -2.2833 -0.4294 -1.8021 0.2 0.4 0.4 0.12
H -0.1594 -1.4335 1.4085 -0.4 -0.1 0.1 0.12
C -1.8135 -0.0982 -0.8617 0.2 0.1 -0.7 -0.13
N -2.4279 -0.4847 0.1774 0.6 -0.3 0.0 0.07
H 2.1748 1.9153 -0.1763 -0.6 -0.3 0.8 -0.10
```
Positions in Å, forces in eV/Å.

Properties
* SMILES string: C[C@@]1(S)CC=NOC1
* calculated total energy: -19701.56838 eV
* charge: 0
* multiplicity: 1


ORCA calculation (ωB97M-V with the def2-TZVPD basis set) on one molecule with the formula C5H9NOS.

```
17
Properties=species:S:1:pos:R:3:forces:R:3:lowdin_charge:R:1
C 0.5027 -1.6881 0.9161 -0.8 0.1 0.6 -0.15
H -1.9508 -1.9073 -1.2107 0.2 0.2 0.1 0.08
C -0.5285 -0.5050 0.9726 1.4 -0.5 -1.2 -0.13
H 1.3768 -0.0681 -1.6548 0.1 0.0 -0.1 0.13
C 1.2943 -0.0966 -0.5698 1.1 -0.3 -0.4 -0.20
H 2.0704 0.5222 -0.1148 0.4 -0.2 -0.2 0.11
H -0.9443 -0.1211 1.8929 0.2 -0.2 0.1 0.13
S -0.0210 2.2028 0.4354 0.2 0.3 0.0 0.80
O 1.3999 -1.4666 -0.1678 -0.7 0.7 0.4 -0.11
H -1.6009 -0.6747 -2.2179 0.2 -0.4 0.2 0.09
H -2.1099 0.4534 -0.1654 -0.3 0.1 -0.1 0.12
H 0.0280 -2.6657 0.7871 -0.1 0.1 -0.4 0.11
C -1.2542 -0.1843 -0.3058 0.1 -1.4 -0.6 -0.33
H -0.2380 2.8614 -0.7279 0.1 -0.4 0.1 -0.13
N -1.2663 -1.1721 -1.3879 -0.7 0.7 0.1 0.07
C 0.0411 0.4901 -0.0745 -1.3 0.6 1.5 -0.71
H 1.0369 -1.8033 1.8729 0.0 0.5 -0.1 0.12
```
Positions in Å, forces in eV/Å.

Properties
* SMILES string: N[C@H]1[C@H]2COC[C@]21S
* calculated total energy: -19702.23852 eV
* charge: 0
* multiplicity: 1


ORCA calculation (ωB97M-V with the def2-TZVPD basis set) on C5H9NOS as an isolated structure.

```
17
Properties=species:S:1:pos:R:3:forces:R:3:lowdin_charge:R:1
H 1.5368 0.3883 2.5352 -4.5 0.3 0.4 0.18
H -1.4659 2.5014 3.0459 2.1 0.5 -0.4 0.09
C -0.4398 2.7249 2.5322 -2.4 2.6 -1.6 -0.13
H -0.6678 3.8156 2.0076 0.9 -2.8 1.1 0.12
H 1.1372 -2.3612 -0.3341 -0.4 0.9 -0.4 -0.16
O -0.2220 0.1487 -0.3873 0.0 -1.7 2.6 -0.06
H -0.2039 -0.7521 2.3976 0.9 3.5 0.1 0.11
H -0.6665 0.7576 -2.4382 0.3 -0.9 2.1 0.16
S 0.6386 -2.4683 -1.6095 0.7 -1.9 0.1 0.67
H -0.7144 1.9930 -0.6709 -0.4 0.1 3.0 0.16
C 0.1381 0.4464 2.5540 1.7 -3.5 2.4 -0.14
H -0.3651 0.7743 3.8005 2.1 -1.2 -4.1 0.16
H 0.4200 2.8484 3.2803 -1.4 -0.5 -1.3 0.09
N 0.2270 -1.0405 -2.3424 -2.0 2.3 2.3 -0.41
C -0.2989 1.4974 1.5586 0.2 0.7 3.3 -0.38
C -0.5848 1.3207 0.2890 0.8 1.4 -4.6 -0.08
C -0.3215 -0.0525 -1.6632 1.4 0.2 -5.1 -0.37
```
Positions in Å, forces in eV/Å.

Properties
* calculated total energy: -19697.84649 eV
* charge: 0
* multiplicity: 1


ORCA calculation (ωB97M-V with the def2-TZVPD basis set) on one molecule with the formula C5H9NS.

```
16
Properties=species:S:1:pos:R:3:forces:R:3:lowdin_charge:R:1
C -1.5899 0.6577 0.3398 1.1 0.4 -1.3 -0.49
H -0.8560 -0.4295 -1.3157 -0.2 -0.1 -1.2 0.08
H 1.3730 -2.5345 0.3635 0.3 2.9 -2.3 0.15
C -0.4561 1.5482 -0.3548 -0.1 4.0 3.1 -0.21
H -0.6105 1.6612 -1.3895 -0.1 -0.4 -1.4 0.08
H 0.0968 -0.6769 1.4894 1.0 -0.7 -1.6 0.16
H 1.4546 -1.4163 -1.3111 -0.4 -0.3 -0.2 0.07
S -2.8421 -0.6010 -0.0517 0.9 0.3 0.1 0.89
H -0.2180 2.6873 -0.0245 -1.2 -2.4 -0.3 0.15
H -1.3458 0.4971 1.3710 -0.4 0.9 0.6 0.07
H 1.3140 1.1816 0.8744 -1.6 -0.3 -1.7 0.14
C 1.3725 -1.4031 -0.2357 3.2 -2.8 3.9 -0.10
C -1.0440 -0.5942 -0.2870 -1.0 -0.1 -0.1 -0.58
C 0.2864 -0.6297 0.3528 0.0 1.3 1.9 -0.45
H 2.3171 -0.7774 0.1430 -1.5 -2.0 -0.9 0.11
N 0.7481 0.8293 0.0359 0.0 -0.9 1.2 -0.06
```
Positions in Å, forces in eV/Å.

Properties
* SMILES string: C[C@H]1NC[C@H]2S[C@H]12
* calculated total energy: -17651.52020 eV
* charge: 0
* multiplicity: 1


ORCA calculation (ωB97M-V with the def2-TZVPD basis set) on a 2-piece molecular cluster, C5H9NS overall.

```
16
Properties=species:S:1:pos:R:3:forces:R:3:lowdin_charge:R:1
H 0.5240 -1.1903 0.6534 0.6 0.6 0.5 0.03
H -3.5717 -1.0524 -1.5946 -0.1 0.5 -0.2 0.08
C 1.2479 2.3760 0.0125 -0.4 -3.9 1.0 -0.31
C 2.1508 -0.0538 1.5014 -2.4 -4.5 -0.5 -0.06
S 0.4558 0.7675 -0.5565 0.2 1.9 0.5 0.81
H 2.2643 2.2750 -0.1753 1.9 0.1 -0.5 0.01
N -2.3315 -1.6827 -0.1253 -0.1 -0.4 0.8 -0.14
C -2.2060 -1.6530 1.0205 0.2 -0.2 1.3 0.02
H 1.0969 2.4692 1.0641 -0.3 0.1 0.7 0.04
H -2.4984 -2.3849 -2.1248 -0.5 0.4 1.3 0.10
H 2.8463 0.6907 1.4886 1.4 2.1 0.0 0.01
H -1.6784 -0.9186 -1.8949 -2.0 0.0 0.7 0.09
H 0.8062 3.1037 -0.5074 -1.5 3.0 -2.0 -0.02
C -2.5963 -1.4806 -1.4466 2.5 -0.3 -3.9 -0.15
C 1.0754 -0.2262 0.7010 0.7 -1.0 0.1 -0.59
H 2.4147 -1.0394 1.9840 -0.1 1.5 0.0 0.07
```
Positions in Å, forces in eV/Å.

Properties
* calculated total energy: -17653.19244 eV
* charge: 0
* multiplicity: 1


ORCA calculation (ωB97M-V with the def2-TZVPD basis set) on one molecule with the formula C5H9NS.

```
16
Properties=species:S:1:pos:R:3:forces:R:3:lowdin_charge:R:1
C -0.8377 -1.3460 -0.6770 2.4 -1.1 0.4 -0.60
H 0.1750 1.1189 2.0893 -0.2 0.3 -0.4 0.08
H -0.5741 2.5350 1.1427 1.7 -1.7 0.1 0.12
H 1.1017 -2.2474 -0.3870 0.2 -0.4 0.2 0.10
H 0.1890 1.3583 -0.9451 0.3 0.3 -0.5 0.12
C -1.1780 -0.0094 -0.1613 -0.9 -0.6 0.7 -0.48
N 1.2399 -0.1845 -0.0320 -0.5 -0.7 -0.2 -0.02
H 1.0238 -1.3709 -1.8428 0.4 0.6 -1.2 0.09
H 1.4822 -0.4722 0.9493 -0.6 0.3 -1.4 0.12
H -1.9667 0.0693 0.5867 0.3 0.2 -0.1 0.11
C 0.2567 1.6935 1.1443 -1.8 1.5 0.8 -0.08
C 0.7283 -1.3393 -0.8311 -0.8 -0.1 2.1 -0.19
C 0.1160 0.7761 -0.0437 0.8 0.3 0.4 -0.45
S -1.7910 -0.4530 -1.8166 -0.6 1.1 -0.9 0.88
H 1.2344 2.1812 1.1688 -0.1 0.0 -0.2 0.07
H -1.1993 -2.3096 -0.3445 -0.5 0.2 0.4 0.10
```
Positions in Å, forces in eV/Å.

Properties
* SMILES string: C[C@H]1NC[C@@H]2S[C@@H]21
* calculated total energy: -17655.19117 eV
* charge: 0
* multiplicity: 1


ORCA calculation (ωB97M-V with the def2-TZVPD basis set) on one molecule with the formula C5H9NS2.

```
17
Properties=species:S:1:pos:R:3:forces:R:3:lowdin_charge:R:1
H 1.2266 -1.7764 0.4425 0.2 -0.3 0.1 0.10
H -0.9903 1.5173 0.6585 -0.3 0.7 0.4 0.08
H -0.1368 -1.2130 -2.1173 -0.4 0.1 -0.3 0.09
H -1.3352 -2.0515 -0.0536 0.2 0.6 0.7 0.10
S -0.8724 -0.8202 2.0826 0.4 0.1 -0.1 0.88
H 1.1503 0.5675 2.3083 0.2 -0.4 -0.1 0.10
C -0.2314 -0.2767 -0.3899 2.6 2.7 -1.1 -0.60
C 1.1098 -0.7151 0.2728 0.3 0.7 0.7 -0.15
S 1.1039 2.3827 -0.2260 -0.2 -0.5 0.2 0.76
N -0.3701 -0.2561 -1.8445 -2.3 -3.1 2.1 0.10
H 0.1502 2.9804 -0.9351 -0.1 0.2 -0.2 -0.14
C -1.2996 -0.9996 0.3290 -1.8 -1.3 -0.7 -0.43
H -2.3095 -0.6103 0.1162 0.5 0.1 0.1 0.09
H 2.0228 -0.2596 -0.2018 -1.0 -0.4 0.4 0.11
H 0.2317 0.2791 -2.3514 2.3 2.3 -1.0 0.02
C 0.5741 0.1258 1.4971 0.1 0.8 -1.1 -0.52
C -0.0242 1.1258 0.4126 -0.6 -2.4 0.1 -0.60
```
Positions in Å, forces in eV/Å.

Properties
* SMILES string: N[C@@]12CS[C@@H](C1)[C@H]2S
* calculated total energy: -28490.29428 eV
* charge: 0
* multiplicity: 1


ORCA calculation (ωB97M-V with the def2-TZVPD basis set) on one molecule with the formula C5H9NS2.

```
17
Properties=species:S:1:pos:R:3:forces:R:3:lowdin_charge:R:1
H 0.3846 -2.5588 0.4166 0.6 1.9 -0.8 0.13
C 0.5541 -1.3913 -1.5246 -2.6 -5.3 0.2 -0.12
S 1.9468 -0.6950 0.8469 0.6 -0.2 0.3 0.91
H 1.2061 -2.2070 -2.0631 -0.9 1.9 1.2 0.11
S -2.1556 -1.1249 0.6336 -0.4 -0.3 0.1 0.77
H 1.3738 1.3588 0.0478 0.8 0.4 -1.0 0.06
H -0.5703 -1.6377 -1.8793 2.5 0.5 0.8 0.11
C 0.5750 -1.4731 0.0359 -2.2 -1.7 0.1 -0.64
H -0.8379 1.7215 -0.6851 0.7 0.2 -2.4 0.06
C -0.2129 0.7446 1.0056 -0.7 -1.2 0.9 -0.53
H -0.3796 2.7481 0.6928 1.0 1.5 -0.2 0.07
H -1.9383 2.1873 0.4443 -0.2 -0.9 0.8 0.09
H 0.7258 -0.4410 -1.8133 1.0 3.1 -1.2 0.01
C -0.6395 -0.6170 0.5963 0.4 -1.2 -1.6 -0.78
N 1.2036 0.8167 0.8604 1.0 1.2 -0.1 -0.36
C -0.8914 1.9092 0.3306 -0.9 -0.3 1.3 -0.03
H -0.3442 0.6597 2.0547 -0.7 0.6 1.4 0.13
```
Positions in Å, forces in eV/Å.

Properties
* SMILES string: C[C@@H]1NS[C@H](C)C1=S
* calculated total energy: -28489.66137 eV
* charge: 0
* multiplicity: 1


ORCA calculation (ωB97M-V with the def2-TZVPD basis set) on C5H9NaO4Sr as an isolated structure.

```
20
Properties=species:S:1:pos:R:3:forces:R:3:lowdin_charge:R:1
H 1.5517 2.4687 0.6670 -0.1 -0.2 0.0 0.09
H 1.7496 -0.0334 1.7935 1.9 -0.5 -3.1 0.16
Sr 2.6624 -0.2439 -0.7748 -0.2 0.0 2.1 1.32
H -0.2812 -2.0156 0.5724 -0.1 0.2 0.0 0.14
Na -2.3360 1.5342 0.2121 0.6 0.2 0.1 0.65
H -2.5958 -1.6903 1.4326 0.1 0.0 -0.2 0.14
C 0.5588 1.9774 0.5564 0.4 -1.1 0.3 -0.45
H -4.7912 -1.8076 -0.7683 0.0 0.2 0.2 0.10
H -0.7227 -1.1860 -0.9464 0.0 0.0 0.1 0.12
H -2.5749 -2.5794 -0.1219 0.0 0.2 0.1 0.13
O -0.7031 0.0145 0.7484 -1.7 -0.3 -0.2 -0.26
O -3.1936 -0.5999 -0.2205 -0.2 0.3 -0.2 -0.24
C -2.3749 -1.6054 0.3547 0.2 -0.4 0.2 -0.19
C -4.5752 -0.9004 -0.1830 -0.1 -0.1 0.0 -0.09
H -4.9178 -1.0468 0.8538 0.0 0.0 -0.2 0.10
C 0.5915 0.5858 0.7113 1.3 0.3 0.5 -0.36
O 3.0222 -0.5548 1.3046 -1.6 0.7 0.3 -1.02
O -0.4439 2.7344 0.3622 -1.0 0.4 -0.2 -0.21
H -5.1077 -0.0510 -0.6271 0.1 -0.2 0.1 0.09
C -0.9277 -1.2316 0.1390 0.5 0.3 0.3 -0.22
```
Positions in Å, forces in eV/Å.

Properties
* calculated total energy: -18768.19691 eV
* charge: 0
* multiplicity: 1